Record 1
Below is C6H11CoN9O2PS2 as an isolated structure, with properties calculated with ωB97M-V with the def2-TZVPD basis set.

Cartesian coordinates (Å):
Co: -1.67 0.25 0.15
C: -0.16 -3.06 3.19
C: 0.56 -2.39 2.05
O: -0.04 -2.85 0.81
P: -0.29 -1.78 -0.35
S: -1.62 -2.41 -1.62
S: -3.23 -0.97 1.12
O: 1.21 -1.59 -0.91
C: 1.60 -0.33 -1.49
C: 1.14 -0.19 -2.93
H: 0.30 -2.77 4.14
H: -0.11 -4.15 3.10
H: -1.20 -2.75 3.20
H: 1.62 -2.66 2.02
H: 0.47 -1.31 2.14
H: 2.69 -0.33 -1.43
H: 1.21 0.48 -0.87
H: 1.52 -1.03 -3.52
H: 1.53 0.74 -3.35
H: 0.06 -0.16 -3.00
N: -0.36 3.33 -0.20
C: 0.00 2.63 0.93
N: 0.83 3.09 1.85
N: 0.90 2.11 2.76
N: 0.16 1.11 2.42
N: -0.43 1.40 1.24
C: -0.91 2.75 -1.32
N: -0.94 3.31 -2.51
N: -1.58 2.42 -3.29
N: -1.91 1.38 -2.63
N: -1.50 1.54 -1.35
H: 0.13 4.19 -0.36

calculated total energy: -3399.10080 Ha
molar mass: 395.26 g mol⁻¹
multiplicity: 6
<S²>: 8.778
Kohn-Sham gap (spin up / spin down): 8.461 / 6.003 eV
charge: -1

Record 2
Below is C27H24AsO4ReS4 as an isolated structure, with properties calculated with ωB97M-V with the def2-TZVPD basis set.

Cartesian coordinates (Å):
Re: 1.81 -0.28 1.17
S: 1.26 1.93 1.82
C: -0.22 2.36 0.93
C: -0.95 3.46 1.36
C: -2.07 3.87 0.66
C: -2.47 3.19 -0.48
C: -1.75 2.09 -0.92
C: -0.64 1.67 -0.21
As: 0.49 0.21 -0.79
C: -0.63 -1.28 -1.30
C: 0.02 -2.40 -1.81
C: -0.71 -3.53 -2.15
C: -2.09 -3.53 -1.98
C: -2.74 -2.42 -1.48
C: -2.01 -1.29 -1.12
C: 1.09 0.89 -2.52
C: 2.11 1.84 -2.58
C: 2.44 2.39 -3.81
C: 1.77 2.01 -4.96
C: 0.75 1.07 -4.89
C: 0.40 0.51 -3.67
H: -0.62 4.01 2.24
H: -2.63 4.72 1.01
H: -3.33 3.54 -1.04
H: -2.04 1.57 -1.82
H: 1.10 -2.37 -1.95
H: -0.21 -4.40 -2.55
H: -2.66 -4.41 -2.24
H: -3.81 -2.42 -1.36
H: -2.51 -0.42 -0.71
H: 2.62 2.14 -1.68
H: 3.23 3.13 -3.87
H: 2.04 2.44 -5.91
H: 0.22 0.77 -5.78
H: -0.39 -0.23 -3.60
C: 6.96 1.21 1.74
O: 6.03 0.72 0.75
C: 4.79 0.52 1.08
S: 4.15 0.67 2.60
S: 3.77 0.01 -0.22
H: 7.87 1.45 1.20
H: 7.14 0.44 2.49
H: 6.55 2.10 2.23
C: -4.78 -0.90 2.74
C: -3.32 -1.21 2.62
C: -2.36 -0.33 3.11
C: -1.01 -0.65 3.05
C: -0.61 -1.84 2.46
C: -1.55 -2.73 1.95
C: -2.89 -2.41 2.04
S: 1.09 -2.31 2.44
O: 1.80 -1.12 3.01
O: 1.27 -3.54 3.12
O: 1.51 -2.32 1.00
H: -4.95 -0.13 3.49
H: -5.34 -1.79 3.02
H: -5.18 -0.54 1.79
H: -2.67 0.60 3.58
H: -0.28 0.02 3.50
H: -1.23 -3.66 1.51
H: -3.63 -3.11 1.67

calculated total energy: -5250.80466 Ha
molar mass: 801.88 g mol⁻¹
ΔE to the lowest compared entry with this formula, charge and spin: 123.4 kJ/mol
multiplicity: 4
<S²>: 3.780
Kohn-Sham gap (spin up / spin down): 6.703 / 6.494 eV
charge: +1

Record 3
Below is C27H28CoN5OS as an isolated structure, with properties calculated with ωB97M-V with the def2-TZVPD basis set.

Cartesian coordinates (Å):
Co: -1.01 -0.98 0.00
C: 2.82 -1.01 -0.37
C: 1.66 -1.83 0.08
O: 0.67 -2.00 -0.67
N: 1.72 -2.39 1.28
C: 0.67 -3.27 1.79
C: -0.42 -2.57 2.57
C: -0.48 -2.66 3.95
C: -1.53 -2.05 4.63
C: -2.51 -1.40 3.90
C: -2.38 -1.36 2.52
N: -1.35 -1.92 1.86
H: 3.20 -1.43 -1.30
H: 3.61 -0.96 0.37
H: 2.45 0.00 -0.58
H: 2.47 -2.13 1.90
H: 1.14 -4.02 2.43
H: 0.22 -3.78 0.94
H: 0.29 -3.20 4.49
H: -1.59 -2.11 5.71
H: -3.35 -0.93 4.37
H: -3.12 -0.85 1.91
C: -1.60 -3.54 -5.67
C: -1.63 -2.30 -4.84
C: -1.20 -1.07 -5.23
C: -1.29 -0.01 -4.32
N: -1.77 -0.17 -3.09
C: -2.21 -1.37 -2.70
S: -2.89 -1.69 -1.16
N: -2.14 -2.41 -3.58
C: -0.86 1.37 -4.69
H: -1.21 -3.32 -6.66
H: -2.60 -3.96 -5.77
H: -0.97 -4.29 -5.20
H: -0.78 -0.93 -6.22
H: -2.48 -3.30 -3.25
H: -0.47 1.42 -5.70
H: -0.10 1.71 -3.98
H: -1.71 2.04 -4.59
N: -0.38 0.67 0.41
C: 0.23 1.65 0.91
C: 1.35 1.42 1.90
C: 1.15 0.57 2.98
C: 2.19 0.28 3.86
C: 3.46 0.82 3.64
C: 3.66 1.67 2.55
C: 2.61 1.98 1.70
C: -0.09 3.07 0.54
C: 0.12 4.11 1.43
C: -0.22 5.42 1.09
C: -0.76 5.68 -0.16
C: -0.98 4.64 -1.06
C: -0.65 3.34 -0.71
H: 0.16 0.15 3.15
H: 2.01 -0.35 4.72
H: 4.27 0.60 4.31
H: 4.64 2.10 2.38
H: 2.76 2.67 0.88
H: 0.55 3.91 2.41
H: -0.06 6.22 1.79
H: -1.02 6.70 -0.43
H: -1.40 4.85 -2.03
H: -0.83 2.51 -1.39

calculated total energy: -3175.52924 Ha
molar mass: 529.56 g mol⁻¹
multiplicity: 4
<S²>: 3.766
Kohn-Sham gap (spin up / spin down): 7.006 / 7.147 eV
charge: +1